Entry 1:
Entry from the Open Molecules 2025 dataset: a structure of composition C39H34BrN5PPt (wB97M-V/def2-TZVPD).

Structure (XYZ):
```
81
Properties=species:S:1:pos:R:3:forces:R:3:lowdin_charge:R:1
Pt -0.948003 -0.216429 0.931149 -0.32 0.10 -0.18 1.09
C -1.203366 0.004631 5.274908 -0.01 -0.08 0.03 -0.02
C -1.494196 -1.310910 5.603275 0.02 0.09 0.03 -0.03
C -1.610585 -2.245557 4.590847 -0.03 -0.04 -0.08 0.01
C -1.464558 -1.838029 3.273114 0.20 -0.03 0.13 -0.21
N -1.220232 -0.553190 2.961156 0.10 0.09 -0.11 -0.06
C -1.066003 0.337458 3.942243 -0.14 0.07 -0.09 -0.10
C -1.443103 -2.763821 2.124618 0.00 -0.14 -0.01 -0.21
C -1.925112 -4.060620 2.169298 0.08 0.00 0.08 0.01
C -1.858356 -4.846654 1.031105 0.01 -0.01 -0.03 -0.03
C -1.326894 -4.307371 -0.126793 0.04 -0.04 0.00 -0.02
C -0.885551 -2.997603 -0.114775 0.07 0.03 0.01 -0.11
N -0.920953 -2.249523 0.990892 -0.35 -0.09 -0.09 -0.06
H -1.075602 0.761624 6.034694 0.00 0.00 0.00 0.12
H -1.602787 -1.610325 6.636568 -0.01 0.00 0.00 0.12
H -1.786796 -3.285539 4.823517 -0.01 0.00 0.00 0.12
H -0.827343 1.344801 3.630387 -0.02 0.00 0.02 0.11
H -2.366174 -4.448175 3.075950 0.00 0.02 0.01 0.12
H -2.236376 -5.859727 1.045961 0.00 0.00 0.00 0.12
H -1.276054 -4.878419 -1.042469 0.00 0.01 -0.01 0.12
H -0.540041 -2.477541 -0.997752 -0.06 0.01 -0.03 0.08
Br 6.298515 -2.212228 2.201828 -0.07 0.02 0.00 0.78
C 4.548652 -1.515167 2.086672 0.08 -0.02 0.00 -0.70
C 3.461973 -2.296532 2.433920 -0.02 -0.03 -0.02 -0.10
C 2.200445 -1.739266 2.290417 -0.01 -0.05 -0.02 -0.15
N 1.973382 -0.508568 1.843585 0.18 0.10 0.14 0.05
C 3.039746 0.223509 1.526954 0.02 -0.03 -0.02 -0.14
C 4.346401 -0.226173 1.630465 0.00 0.01 -0.03 -0.11
H 3.587548 -3.308130 2.792812 0.00 0.00 0.01 0.11
H 1.325007 -2.332298 2.538352 0.01 0.01 0.03 0.09
H 2.854543 1.223193 1.151248 -0.01 0.01 0.02 0.10
H 5.174074 0.406747 1.345227 0.00 0.00 0.00 0.11
N -0.729311 -0.124281 -1.040645 0.13 -0.14 -0.09 -0.43
P 0.407425 0.466914 -1.927057 -0.09 0.08 0.06 0.75
C -0.006095 0.159255 -3.663555 0.05 0.01 0.02 -0.29
C 0.955385 0.217793 -4.670342 -0.05 -0.02 -0.03 -0.08
C 0.594423 -0.011540 -5.990356 0.05 0.01 0.02 -0.07
C -0.723658 -0.305234 -6.309152 -0.03 0.00 0.01 -0.08
C -1.682875 -0.373330 -5.307821 0.02 0.00 -0.01 -0.07
C -1.325696 -0.143075 -3.987597 -0.01 0.03 -0.01 -0.08
C 2.120919 -0.158282 -1.766141 -0.13 -0.04 0.10 -0.29
C 3.241046 0.624431 -2.033794 0.04 0.02 -0.01 -0.09
C 4.515434 0.076153 -1.958431 0.00 0.04 -0.01 -0.07
C 4.682133 -1.254080 -1.604544 0.00 -0.04 0.01 -0.08
C 3.571365 -2.038876 -1.320610 0.00 0.03 -0.01 -0.07
C 2.300952 -1.491094 -1.403345 0.07 0.01 0.02 -0.08
C 0.675472 2.275201 -1.795095 0.03 -0.08 -0.02 -0.30
C 0.588971 3.145513 -2.876687 -0.08 0.03 0.07 -0.06
C 0.781103 4.510992 -2.694528 -0.01 -0.01 -0.02 -0.06
C 1.067676 5.015077 -1.436393 0.01 0.01 0.00 -0.07
C 1.161616 4.153034 -0.349481 -0.01 -0.03 0.03 -0.08
C 0.964673 2.793258 -0.529679 0.10 0.02 -0.07 -0.14
H 1.988912 0.431629 -4.427471 0.00 0.00 -0.01 0.10
H 1.345114 0.032554 -6.768531 0.00 0.00 0.00 0.11
H -1.002794 -0.487458 -7.338772 0.00 0.00 0.00 0.11
H -2.709859 -0.607645 -5.556136 0.00 0.00 0.00 0.11
H -2.056570 -0.201581 -3.191506 0.01 -0.01 0.01 0.09
H 3.126001 1.667519 -2.304864 0.00 -0.02 0.00 0.11
H 5.378218 0.693000 -2.175709 0.00 -0.01 0.00 0.11
H 5.675392 -1.680114 -1.541537 0.00 0.01 0.00 0.11
H 3.697635 -3.075695 -1.035323 0.00 0.00 0.00 0.11
H 1.438522 -2.100810 -1.173835 0.00 -0.01 0.00 0.08
H 0.362593 2.761364 -3.862770 0.01 0.01 -0.01 0.10
H 0.706873 5.179943 -3.541929 0.01 0.00 0.00 0.11
H 1.222653 6.077306 -1.300652 0.00 0.00 0.00 0.11
H 1.397341 4.543707 0.633015 0.00 0.00 0.00 0.11
H 1.046711 2.111630 0.312393 0.02 0.00 0.00 0.07
N -1.626690 1.729012 0.729367 0.04 0.17 0.23 -0.06
C -3.028081 1.818695 1.097683 0.02 0.01 -0.03 -0.31
C -3.964462 1.112835 0.354646 -0.01 0.07 0.00 -0.04
C -5.299488 1.184667 0.713602 0.03 0.00 0.00 -0.07
C -5.693138 1.941148 1.812086 -0.05 0.00 0.00 -0.08
C -4.749796 2.642095 2.544128 0.04 -0.01 -0.01 -0.07
C -3.408419 2.587251 2.182462 -0.02 -0.03 0.04 -0.05
H -1.102709 2.456711 1.207908 0.04 -0.03 -0.05 0.09
H -1.508791 1.886645 -0.274218 0.02 -0.08 -0.03 0.07
H -3.631680 0.519217 -0.487723 -0.01 -0.02 0.00 0.10
H -6.038393 0.646183 0.135375 0.00 0.00 0.00 0.11
H -6.737481 1.987720 2.089665 0.00 0.00 0.00 0.11
H -5.052543 3.241761 3.391916 0.00 0.00 0.00 0.11
H -2.668193 3.148702 2.742622 0.00 0.01 -0.01 0.11
```
Positions in Å, forces in eV/Å.

## Properties
- energy relative to the best compared isomer or geometry (same formula, charge and spin) (kcal per mole) = 9.2
- HOMO (eV) = -10.15
- total charge = +1
- gap between HOMO and LUMO (eV) = 6.9


Entry 2:
Entry from the Open Molecules 2025 dataset: a cluster of 2 separate species, C17H21N2 in total at a distorted geometry (wB97M-V/def2-TZVPD).

Structure (XYZ):
```
40
Properties=species:S:1:pos:R:3:forces:R:3:lowdin_charge:R:1
C 2.377248 1.217517 -1.016430 0.10 0.40 -0.27 -0.02
C 1.913883 -0.165980 -1.141843 -0.38 -1.43 2.87 0.07
N 1.666353 -0.970262 -0.088751 0.61 1.95 -2.90 0.09
C 1.222939 -2.315119 -0.242517 -0.63 -1.93 0.48 -0.12
C 0.953800 -3.064550 -1.384866 0.31 0.96 0.09 0.00
C 0.526015 -4.368300 -1.249280 -0.08 -0.25 0.32 -0.05
C 0.362471 -4.939160 0.014859 -0.01 -0.02 -0.39 -0.04
C 0.624518 -4.212953 1.154823 0.26 0.78 0.09 0.02
C 1.057965 -2.891292 1.029095 -0.20 -0.53 -1.01 -0.09
C 1.404283 -1.893248 2.004752 0.26 0.79 0.52 -0.09
C 1.775489 -0.723236 1.313166 -0.03 -0.13 1.50 -0.10
C 2.159264 0.404043 2.037083 0.02 0.12 -0.98 0.01
C 2.167943 0.356394 3.415067 -0.11 -0.33 0.37 -0.04
C 1.798258 -0.806038 4.093595 0.16 0.47 0.01 -0.04
C 1.416653 -1.931691 3.400303 -0.07 -0.16 -0.93 0.02
H 2.506718 1.695977 -1.991022 -0.08 -0.25 0.14 0.11
H 1.660484 1.809945 -0.445329 0.00 0.04 0.12 0.09
H 3.334765 1.255648 -0.493194 0.03 -0.01 0.10 0.11
H 1.763909 -0.585896 -2.118649 -0.14 -0.38 -0.14 0.14
H 1.077579 -2.631396 -2.360047 -0.01 -0.01 -0.36 0.11
H 0.313687 -4.957255 -2.128831 0.01 0.03 -0.06 0.12
H 0.026892 -5.961270 0.095905 -0.03 -0.08 0.00 0.12
H 0.501306 -4.643766 2.131827 -0.04 -0.14 0.20 0.12
H 2.448537 1.305679 1.533117 0.08 0.25 0.05 0.09
H 2.463861 1.227456 3.980369 0.02 0.06 -0.05 0.12
H 1.813162 -0.819488 5.172077 0.00 0.01 0.10 0.12
H 1.130133 -2.832429 3.912364 -0.06 -0.18 0.14 0.12
C -4.519399 3.440334 -2.617939 -0.06 -0.07 -0.12 -0.12
C -3.636035 3.594871 -1.390567 0.15 0.22 0.34 -0.27
C -2.285050 2.905920 -1.550006 -0.08 -0.30 -0.45 -0.33
N -1.447207 3.060079 -0.372156 0.21 0.25 0.35 -0.02
H -5.486666 3.933962 -2.492467 0.14 -0.04 0.03 0.07
H -4.041969 3.866866 -3.503064 -0.01 0.03 0.04 0.07
H -4.711276 2.386606 -2.833219 -0.02 0.01 0.02 0.07
H -3.472178 4.657233 -1.164470 0.06 -0.17 -0.12 0.11
H -4.142523 3.192484 -0.502737 0.03 -0.07 -0.13 0.11
H -2.436158 1.841466 -1.776989 -0.26 -0.01 -0.14 0.10
H -1.759958 3.321694 -2.419561 -0.05 0.08 0.15 0.11
H -1.936382 2.718972 0.445820 -0.01 0.01 0.08 0.06
H -0.593314 2.520182 -0.450286 -0.09 0.03 -0.05 0.03
```
Positions in Å, forces in eV/Å.

## Properties
- energy relative to the best compared isomer or geometry (same formula, charge and spin) (kcal per mole) = 0.0
- HOMO (eV) = -11.60
- total charge = +1
- gap between HOMO and LUMO (eV) = 6.4


Entry 3:
Entry from the Open Molecules 2025 dataset: the ion C4H7ClN with charge +1 at a distorted geometry (wB97M-V/def2-TZVPD).

Structure (XYZ):
```
13
Properties=species:S:1:pos:R:3:forces:R:3:lowdin_charge:R:1
C 0.458880 0.154375 1.114759 -0.68 0.82 1.46 -0.06
C -1.475577 0.813448 -0.205166 -1.08 -2.70 -1.96 -0.71
C 1.693857 0.688195 0.520610 0.15 -0.33 -1.62 0.00
C -1.790182 -0.217862 -1.409862 -1.67 0.91 1.95 -0.01
N -0.693100 0.498343 0.728853 0.46 0.25 -0.78 0.12
Cl -2.352642 2.201680 -0.305727 -0.36 1.17 0.61 0.90
H 0.386386 -0.411517 2.011002 0.62 -0.74 0.82 0.14
H 2.499986 -0.057535 0.474669 -0.34 0.05 0.25 0.11
H 2.137297 1.597260 0.997528 -0.83 -0.59 -0.33 0.13
H 1.317255 0.831699 -0.520229 1.12 0.69 0.43 0.10
H -2.391883 0.432948 -2.088809 1.07 -0.89 -0.11 0.07
H -2.512566 -1.091381 -1.127954 1.56 1.59 0.01 0.14
H -0.813384 -0.574937 -1.696434 -0.02 -0.23 -0.73 0.07
```
Positions in Å, forces in eV/Å.

## Properties
- energy relative to the best compared isomer or geometry (same formula, charge and spin) (kcal per mole) = 38.1
- HOMO (eV) = -16.23
- total charge = +1
- gap between HOMO and LUMO (eV) = 11.3
- structure (SMILES) = CC=[N+]=C(C)Cl


Entry 4:
Entry from the Open Molecules 2025 dataset: the molecule C3H3NO3 (wB97M-V/def2-TZVPD).

Structure (XYZ):
```
10
Properties=species:S:1:pos:R:3:forces:R:3:lowdin_charge:R:1
N -0.555093 1.393783 -0.454115 0.13 -0.35 0.37 0.22
C -0.527300 0.212720 -0.040703 -0.05 0.38 -0.21 -0.36
O 0.519099 -0.710133 -0.015530 0.00 0.15 0.14 0.06
C 1.809808 -0.302658 0.048456 0.29 0.49 0.01 -0.29
O 2.193404 0.831954 0.083226 -0.17 -0.57 -0.05 0.09
C -1.808976 -0.507151 0.312330 -0.26 -0.38 -0.56 -0.17
O -2.205499 -1.310950 -0.490263 -0.14 0.01 0.43 0.10
H 0.353319 1.729796 -0.764122 -0.02 0.03 0.04 0.07
H 2.453343 -1.192237 0.076174 -0.07 0.09 -0.01 0.15
H -2.376916 -0.272937 1.234796 0.29 0.15 -0.16 0.13
```
Positions in Å, forces in eV/Å.

## Properties
- energy relative to the best compared isomer or geometry (same formula, charge and spin) (kcal per mole) = 42.2
- HOMO (eV) = -10.42
- gap between HOMO and LUMO (eV) = 10.6
- structure (SMILES) = [H]/N=C(/C=O)OC=O


Entry 5:
Entry from the Open Molecules 2025 dataset: a structure of composition C24H27CrNOSi at a distorted geometry (wB97M-V/def2-TZVPD).

Structure (XYZ):
```
55
Properties=species:S:1:pos:R:3:forces:R:3:lowdin_charge:R:1
C -1.159284 -1.380182 -1.690408 0.27 -1.14 -0.41 -0.12
C 0.123272 -0.958708 -2.187079 0.41 -0.71 0.06 -0.13
C 1.096154 -1.956395 -1.846938 -0.74 -0.69 -0.87 -0.13
H 0.323893 -0.066833 -2.779118 -0.01 -0.15 0.47 0.13
C 0.405252 -3.029100 -1.185858 -0.13 0.65 -0.76 -0.15
C -0.988749 -2.665070 -1.079623 0.28 0.27 -1.31 -0.13
H -1.793281 -3.302156 -0.714635 0.35 0.40 0.23 0.14
H -2.106403 -0.853220 -1.831836 0.51 -0.17 0.29 0.13
H 2.149682 -1.952112 -2.116304 -0.34 0.13 0.15 0.12
H 0.846176 -3.975284 -0.888726 -0.15 0.31 -0.07 0.12
Cr 0.250554 -1.221764 -0.004890 -0.98 1.28 0.75 0.55
C 1.804153 1.940927 1.795777 -0.70 0.23 0.21 -0.18
H 2.840420 1.596375 1.724422 -0.27 -0.14 -0.15 0.04
H 1.398825 1.640170 2.759735 0.05 0.09 0.21 0.03
H 1.813171 3.033158 1.740026 0.05 0.02 0.13 0.04
Si 0.754188 1.361484 0.335669 1.43 1.54 -0.40 0.55
C -0.685080 2.544486 -0.028983 0.11 0.32 0.19 -0.28
C -1.296004 2.486571 -1.298424 -0.55 -0.16 0.42 -0.12
H -0.792098 1.973568 -2.117749 -0.26 -0.18 0.21 0.09
C -2.549856 3.062133 -1.517660 0.46 0.12 -0.11 -0.07
H -3.071373 2.888166 -2.459798 0.25 0.28 0.14 0.11
C -3.122831 3.862681 -0.530031 0.10 -0.18 0.41 -0.08
H -4.061107 4.386392 -0.727781 0.25 -0.28 0.17 0.11
C -2.479489 4.001697 0.704694 0.24 0.23 0.12 -0.08
H -2.934597 4.622155 1.482318 0.20 -0.15 -0.31 0.11
C -1.252355 3.360189 0.962526 -0.51 -0.17 -0.50 -0.08
H -0.727485 3.497397 1.913856 -0.39 -0.11 -0.23 0.10
C 2.004619 1.510224 -1.071130 0.01 -0.35 0.42 -0.29
C 1.928210 2.499736 -2.052919 0.26 -0.49 -0.37 -0.08
H 1.188819 3.294917 -1.951042 0.11 -0.25 -0.28 0.10
C 2.797106 2.441604 -3.155261 -0.08 0.20 0.28 -0.07
H 2.678402 3.164260 -3.964465 0.18 -0.17 0.25 0.11
C 3.792172 1.466246 -3.214785 -0.11 -0.19 0.11 -0.07
H 4.465032 1.414034 -4.068010 -0.18 0.06 0.12 0.11
C 3.947504 0.549374 -2.167413 -0.07 0.12 0.34 -0.08
H 4.736658 -0.207654 -2.185294 -0.16 0.37 -0.08 0.11
C 3.074533 0.595897 -1.078545 -0.08 0.13 -0.67 -0.13
H 3.201772 -0.092772 -0.236539 -0.03 0.10 -0.38 0.10
H 1.176911 -0.159384 0.911605 0.46 -0.82 0.01 0.01
H -0.419677 0.310609 -0.194714 -0.31 -0.72 0.33 0.03
O -2.918732 -1.196238 1.004234 0.06 0.57 0.39 -0.05
C -2.103042 -0.982451 2.173425 -0.46 0.31 -0.05 -0.17
C -1.318284 -2.237850 2.394028 -0.01 -0.44 -0.08 -0.24
C -1.789954 -3.178537 3.307171 0.27 -0.01 -0.18 0.02
C -1.156699 -4.414523 3.404267 -0.04 0.38 -0.33 -0.01
C -0.048003 -4.653015 2.587215 0.28 0.17 0.01 -0.02
C 0.421569 -3.641471 1.755479 -0.62 0.09 0.23 -0.09
N -0.244710 -2.465068 1.622585 0.52 -0.21 0.61 0.01
H -3.595860 -0.493688 0.975459 0.44 -0.40 -0.01 0.12
H -1.428431 -0.101153 2.048048 -0.48 -0.47 0.13 0.12
H -2.756138 -0.858893 3.055528 0.37 0.31 -0.32 0.13
H -2.669833 -2.900192 3.881446 0.20 -0.32 0.03 0.13
H -1.533909 -5.171444 4.082439 0.09 0.02 -0.09 0.12
H 0.467934 -5.612512 2.585509 -0.11 0.29 0.15 0.12
H 1.316283 -3.776784 1.138502 -0.45 0.08 0.41 0.12
```
Positions in Å, forces in eV/Å.

## Properties
- spin multiplicity = 4
- HOMO (spin up / spin down) (eV) = -11.40 / -11.55
- total charge = +1
- gap between HOMO and LUMO (spin up / spin down) (eV) = 8.4 / 8.0


Entry 6:
Entry from the Open Molecules 2025 dataset: a structure of composition CHBr2NO at a distorted geometry (wB97M-V/def2-TZVPD).

Structure (XYZ):
```
6
Properties=species:S:1:pos:R:3:forces:R:3:lowdin_charge:R:1
C -0.036413 0.193816 -0.324908 1.06 -1.70 -2.87 -1.11
N 0.178586 0.095672 1.093401 0.85 0.74 2.18 -0.27
O 1.293380 -0.138192 1.488049 -0.65 0.41 -1.00 -0.01
Br -1.541268 1.215549 -0.785177 -0.18 0.81 0.10 0.67
Br -0.711847 -1.734218 -0.328150 0.49 0.35 -0.68 0.61
H 0.817563 0.367374 -1.143217 -1.57 -0.60 2.27 0.11
```
Positions in Å, forces in eV/Å.

## Properties
- energy relative to the best compared isomer or geometry (same formula, charge and spin) (kcal per mole) = 61.1
- HOMO (eV) = -9.97
- gap between HOMO and LUMO (eV) = 8.9


| no. | total energy (eV) |
| --- | --- |
| 1 | -131019.77982 |
| 2 | -20943.33937 |
| 3 | -18265.37648 |
| 4 | -10790.87267 |
| 5 | -65155.38684 |
| 6 | -144672.25462 |